(1)
A cluster of 40 separate species, H80O40 in total in a non-equilibrium geometry, computed with wB97M-V/def2-TZVPD.

XYZ file:
```
120
Properties=species:S:1:pos:R:3
H -2.421 -3.962 -1.977
H -1.405 -4.228 -0.869
O -1.814 -4.614 -1.647
H 4.428 -3.951 1.273
H 3.733 -4.190 -0.110
O 4.007 -4.601 0.709
H 3.971 0.988 1.527
H 2.409 0.775 1.567
O 3.102 1.420 1.379
H 3.340 3.401 1.494
H 3.675 4.128 2.867
O 3.205 4.188 2.045
H 2.943 2.004 -1.349
H 3.759 3.308 -1.534
O 3.836 2.382 -1.377
H -1.437 -4.868 0.902
O -2.333 -4.931 1.248
H -1.933 0.277 -1.595
O -1.857 -0.583 -2.011
H -5.259 -1.904 -1.987
H -5.033 -1.970 -3.475
O -4.810 -2.462 -2.673
H 2.081 -4.130 3.556
H 2.126 -5.404 2.937
O 2.520 -4.992 3.710
H -4.646 2.571 3.650
H -4.911 2.206 2.233
O -4.296 2.738 2.758
H -2.717 0.132 -4.027
H -3.399 0.955 -3.083
O -3.632 0.382 -3.824
H -0.965 -1.515 0.215
O -1.343 -1.581 1.091
H 3.295 2.801 -5.007
H 4.519 2.186 -4.458
O 3.579 2.018 -4.517
H 0.749 -5.110 -1.118
H 0.714 -6.239 0.048
O 0.308 -5.482 -0.361
H -2.322 1.422 -6.161
H -1.282 0.450 -6.600
O -1.671 1.300 -6.889
H -3.496 3.464 -0.135
H -2.202 3.328 0.808
O -2.999 2.918 0.479
H -4.827 -1.751 2.141
H -5.999 -2.086 1.009
O -5.116 -1.793 1.235
H 0.996 -1.393 5.620
H 1.763 -0.098 5.953
O 1.815 -1.055 5.983
H -1.178 -5.510 3.471
O -0.220 -5.528 3.367
H 0.832 -3.243 -1.989
H 1.221 -1.867 -2.662
O 1.457 -2.827 -2.591
H -3.124 -0.618 1.184
O -3.221 0.255 0.778
H -5.213 -0.884 -0.153
H -4.554 0.240 -1.053
O -5.255 -0.391 -1.014
H 0.004 0.333 3.833
H 0.735 -0.374 2.784
O -0.170 -0.152 3.024
H -0.161 3.409 -3.304
H 1.156 3.191 -3.308
O 0.514 3.490 -2.634
H 5.783 -0.372 1.154
H 5.594 0.806 0.321
O 5.602 0.577 1.274
H 0.032 4.328 -5.409
H -0.148 2.767 -5.867
O -0.443 3.524 -5.345
H 0.450 0.409 -1.642
H -0.181 -0.885 -1.798
O 0.720 -0.589 -1.528
H -2.530 0.334 3.384
H -2.780 -1.226 3.297
O -2.354 -0.519 3.788
H -0.477 -2.990 1.963
H 0.609 -4.148 1.323
O 0.397 -3.387 1.866
H 0.431 2.498 1.582
H -0.881 1.595 1.343
O 0.087 1.613 1.240
H -2.219 3.305 4.898
H -2.920 2.127 5.659
O -2.734 2.511 4.789
H 1.841 3.076 3.992
O 1.019 3.458 3.737
H 1.847 5.045 -1.500
H 0.891 5.541 -2.473
O 1.844 5.457 -2.365
H 0.175 -4.655 3.473
H -2.813 -5.223 0.452
H -3.768 0.761 1.394
H -2.759 -0.882 -2.240
H -1.202 -1.085 1.908
H 1.137 4.346 3.382
O -0.879 4.564 0.142
H 0.065 4.719 0.205
H -1.206 5.405 -0.231
O 4.660 -1.506 -4.872
H 4.946 -0.836 -4.248
H 3.732 -1.363 -4.597
O -0.488 1.587 -1.271
H -0.185 2.474 -1.650
H -0.170 1.625 -0.325
O 1.831 -1.239 1.159
H 1.619 -0.734 0.382
H 1.118 -1.797 1.520
O 1.009 0.828 -4.364
H 1.809 1.034 -4.865
H 1.051 0.004 -3.874
O 3.516 -1.005 -1.530
H 2.934 -0.232 -1.617
H 2.854 -1.689 -1.446
O 2.188 1.436 4.822
H 1.244 1.635 4.763
H 2.526 0.600 4.455
```

Summary:
energy	-3057.4275	Ha
gap between HOMO and LUMO	9.85	eV
multiplicity	1
HOMO energy	-10.46	eV
LUMO energy	-0.615	eV



(2)
A cluster of 2 separate species, C3H7OS in total, computed with wB97M-V/def2-TZVPD.

XYZ file:
```
12
Properties=species:S:1:pos:R:3
C -0.798 2.298 0.669
S -1.737 0.732 0.506
H -1.389 3.074 1.160
H 0.101 2.151 1.282
H -0.449 2.677 -0.294
O 2.357 -1.124 -0.216
C 1.166 -0.927 -0.297
C 0.193 -2.005 -0.674
H 0.691 0.003 0.050
H 0.079 -2.147 -1.748
H -0.775 -1.801 -0.220
H 0.559 -2.931 -0.219
```

Summary:
total charge	-1
energy	-591.9412	Ha
gap between HOMO and LUMO	6.55	eV
multiplicity	1
HOMO energy	-2.45	eV
LUMO energy	4.098	eV



(3)
An isolated molecule of C4H6ClF in a non-equilibrium geometry, computed with wB97M-V/def2-TZVPD.

XYZ file:
```
12
Properties=species:S:1:pos:R:3
C -0.034 -1.519 -0.367
C -0.308 -0.407 0.729
C -0.341 0.981 0.201
C 0.700 1.660 -0.243
H 0.573 -1.146 -1.127
H 0.561 -2.366 -0.082
H -1.002 -1.736 -0.832
H 0.382 -0.450 1.544
H -1.218 1.488 0.330
H 1.672 1.236 -0.275
F -1.611 -0.732 1.339
Cl 0.627 2.991 -1.218
```

Summary:
energy	-716.0172	Ha
gap between HOMO and LUMO	10.32	eV
multiplicity	1
HOMO energy	-9.50	eV
LUMO energy	0.826	eV



(4)
A cluster of 6 separate species, C25H51BN7O11 in total in a non-equilibrium geometry, computed with wB97M-V/def2-TZVPD.

XYZ file:
```
95
Properties=species:S:1:pos:R:3
C -1.260 2.276 -1.803
O -0.319 2.954 -0.874
B 0.570 1.930 -0.234
O -0.112 0.712 0.270
C 2.168 2.233 -0.193
C 2.417 2.131 1.463
O 1.926 2.931 2.420
N 3.368 0.962 1.500
C 3.668 0.229 0.218
C 2.680 -1.074 0.330
O 1.926 -1.205 1.458
O 2.549 -2.173 -0.639
C 3.320 1.407 -0.922
C 4.631 2.407 -1.230
C 5.275 3.136 0.066
N 4.824 4.309 0.663
C 3.258 0.616 -2.320
C 1.851 0.348 -3.063
O 1.354 1.661 -3.594
H -1.397 3.012 -2.723
H -0.892 1.227 -2.171
H -2.324 2.123 -1.324
H -0.640 0.955 1.086
H 2.218 3.369 -0.549
H 3.615 0.531 2.410
H 4.795 -0.087 0.214
H 4.349 3.118 -2.115
H 5.470 1.667 -1.652
H 6.223 2.637 0.590
H 3.984 4.627 0.107
H 3.776 -0.448 -2.157
H 3.962 1.145 -3.130
H 1.011 -0.179 -2.443
H 2.071 -0.299 -4.038
H 2.140 2.301 -3.685
C 0.113 2.081 5.969
O -0.262 2.295 7.115
N 0.220 0.839 5.381
C 0.673 0.672 4.016
C -0.132 -0.337 6.150
H 0.406 2.904 5.296
H -0.115 0.179 3.440
H 1.573 0.050 4.017
H 0.903 1.637 3.557
H -1.176 -0.256 6.466
H 0.503 -0.384 7.040
H 0.003 -1.243 5.553
C -2.877 -1.662 8.563
O -2.173 -1.393 7.598
N -4.138 -1.158 8.799
C -4.907 -1.528 9.968
C -4.714 -0.228 7.849
H -2.537 -2.358 9.347
H -5.841 -1.994 9.644
H -5.126 -0.626 10.547
H -4.354 -2.232 10.596
H -4.775 -0.713 6.870
H -4.063 0.648 7.769
H -5.712 0.082 8.169
C -2.494 -4.321 -0.392
O -3.195 -3.322 -0.487
N -1.117 -4.342 -0.470
C -0.360 -5.570 -0.347
C -0.405 -3.099 -0.682
H -2.932 -5.319 -0.230
H 0.320 -5.482 0.505
H 0.216 -5.724 -1.264
H -1.022 -6.426 -0.191
H -0.636 -2.412 0.137
H -0.740 -2.652 -1.623
H 0.674 -3.275 -0.722
C -3.613 -0.383 -4.483
O -2.456 -0.783 -4.487
N -4.722 -1.146 -4.187
C -6.061 -0.594 -4.206
C -4.546 -2.542 -3.848
H -3.861 0.663 -4.727
H -6.502 -0.704 -3.211
H -6.660 -1.144 -4.937
H -6.046 0.465 -4.477
H -3.902 -2.616 -2.966
H -4.059 -3.054 -4.683
H -5.511 -3.014 -3.639
C 4.238 1.909 -6.358
O 4.263 2.355 -5.218
N 3.101 1.687 -7.104
C 3.157 1.154 -8.449
C 1.808 1.996 -6.528
H 5.164 1.640 -6.891
H 2.704 1.876 -9.135
H 2.598 0.215 -8.481
H 4.190 0.968 -8.756
H 1.779 3.058 -6.267
H 1.674 1.405 -5.617
H 1.006 1.769 -7.235
```

Summary:
total charge	-1
energy	-2218.8650	Ha
gap between HOMO and LUMO	6.94	eV
multiplicity	1
HOMO energy	-4.77	eV
LUMO energy	2.176	eV



- What is the LUMO energy in the first record?
  -0.615 eV